# C22H20AsF5N2OSSbSe4TcTe

C22H20AsF5N2OSSbSe4TcTe as an isolated structure (the ωB97M-V functional and the def2-TZVPD basis, the OMol25 dataset).

Each line ends with the natural charge from an NBO analysis.
CARTESIAN COORDINATES (ANGSTROEM)
Tc1 -0.7883 -0.8275 -0.9837  0.398
S1 -0.9397 -2.3427 0.9312  0.404
C1 0.4796 -1.9977 1.9358  -0.133
C2 0.8420 -3.0033 2.8206  -0.200
C3 1.9658 -2.8279 3.6179  -0.167
C4 2.7071 -1.6619 3.5245  -0.155
C5 2.3333 -0.6587 2.6349  -0.177
C6 1.2160 -0.8231 1.8329  -0.405
As1 0.7200 0.5616 0.5857  1.404
C7 2.3611 1.2195 -0.1862  -0.392
C8 3.0579 2.1752 0.5577  -0.228
C9 4.2843 2.6377 0.1068  -0.187
C10 4.8125 2.1587 -1.0834  -0.156
C11 4.1197 1.2058 -1.8168  -0.206
C12 2.8971 0.7276 -1.3719  -0.124
C13 0.0862 1.9972 1.7026  -0.434
C14 -0.3541 1.7283 2.9986  -0.135
C15 -0.7202 2.7745 3.8355  -0.231
C16 -0.6480 4.0838 3.3806  -0.164
C17 -0.2028 4.3537 2.0896  -0.220
C18 0.1709 3.3139 1.2510  -0.212
H1 0.2583 -3.9127 2.8883  0.243
H2 2.2573 -3.6070 4.3086  0.250
H3 3.5865 -1.5282 4.1397  0.248
H4 2.9331 0.2397 2.5579  0.241
H5 2.6611 2.5656 1.4855  0.224
H6 4.8217 3.3752 0.6876  0.237
H7 5.7657 2.5259 -1.4389  0.240
H8 4.5308 0.8248 -2.7416  0.241
H9 2.3894 -0.0267 -1.9512  0.231
H10 -0.3899 0.7112 3.3682  0.224
H11 -1.0476 2.5655 4.8451  0.246
H12 -0.9222 4.8989 4.0373  0.247
H13 -0.1220 5.3763 1.7448  0.247
H14 0.5479 3.5326 0.2607  0.249
Se1 -5.1974 2.0462 0.5431  -0.348
Sb1 -3.0916 2.8215 1.0565  0.867
Se2 -2.2318 -0.5951 1.0438  0.129
Se3 -1.6426 1.0148 -2.4900  0.886
Se4 -2.0097 3.0329 -1.4283  -0.318
F1 0.1479 -0.5411 -5.1748  -0.592
Te1 -0.0624 -1.9351 -3.9925  2.635
F2 1.8312 -2.0468 -4.0217  -0.649
F3 0.9958 -1.5144 -1.0538  -0.530
F4 -0.0792 -3.3930 -5.1118  -0.589
F5 -1.9393 -1.7091 -4.4384  -0.698
O1 0.0066 0.4678 -2.2584  -0.818
C19 -4.5011 -0.8761 -1.9059  -0.681
C20 -3.5752 -2.0300 -2.0099  0.471
N1 -2.3378 -2.1812 -1.5286  -0.523
C21 -1.9501 -3.4962 -1.7949  -0.137
C22 -2.9482 -4.1161 -2.4602  -0.022
N2 -3.9496 -3.1848 -2.5734  -0.468
H15 -4.0038 0.0248 -1.5628  0.237
H16 -5.2834 -1.1043 -1.1787  0.267
H17 -4.9737 -0.6797 -2.8685  0.267
H18 -0.9967 -3.8862 -1.4818  0.250
H19 -3.0364 -5.1160 -2.8467  0.266
H20 -4.8424 -3.3383 -3.0184  0.453

Summary:
Orbital gap (spin up / spin down): 5.91 / 5.90 eV
Net charge: +2
ΔE to the lowest compared entry with this formula, charge and spin: 0.000 eV
DFT total energy: -14362.706234 a.u.
2S+1: 1

=====

# C22H35AlAs4OS2

C22H35AlAs4OS2 as an isolated structure (the ωB97M-V functional and the def2-TZVPD basis, the OMol25 dataset).

Each line ends with the natural charge from an NBO analysis.
CARTESIAN COORDINATES (ANGSTROEM)
Al1 1.0861 -0.4330 0.0669  0.880
C1 -2.0235 -1.3185 2.6551  -0.903
As1 -0.3419 -0.3619 2.2542  0.927
C2 0.8720 -1.1757 3.5514  -0.935
C3 -0.8215 1.2795 3.1818  -0.346
C4 -1.0467 1.2532 4.5383  -0.213
C5 -1.3273 2.4900 5.2182  -0.172
C6 -1.3165 3.7112 4.5226  -0.172
C7 -1.1888 3.6729 3.1090  -0.200
C8 -0.9112 2.4850 2.4527  -0.319
As2 -0.7094 2.3893 0.4984  0.905
C9 0.6278 3.8388 0.4493  -0.961
C10 -2.3596 3.1864 0.0476  -0.979
H1 -2.3870 -1.8880 1.7827  0.228
H2 -2.8183 -0.7108 3.0475  0.266
H3 -1.7734 -2.0283 3.5097  0.258
H4 0.4466 -1.4735 4.5077  0.259
H5 1.6242 -0.3766 3.7203  0.248
H6 1.3778 -1.9864 2.9823  0.247
H7 -0.9057 0.3228 5.1240  0.226
H8 -1.5479 2.4077 6.3081  0.246
H9 -1.3209 4.6476 5.0489  0.244
H10 -1.3667 4.5793 2.5068  0.226
H11 1.2261 3.4956 -0.4477  0.218
H12 1.3208 3.8428 1.3495  0.259
H13 0.1918 4.8985 0.4130  0.264
H14 -2.6921 4.0222 0.6547  0.253
H15 -3.2118 2.4790 0.0837  0.255
H16 -2.3581 3.5306 -1.0025  0.247
C11 -0.2595 1.6113 -3.0899  -0.938
As3 0.7918 0.0973 -2.5374  0.948
C12 2.5495 0.3317 -3.5033  -0.878
C13 -0.0537 -1.4343 -3.4689  -0.336
C14 -0.3253 -1.3677 -4.8716  -0.216
C15 -1.1215 -2.2960 -5.4950  -0.162
C16 -1.5118 -3.4393 -4.7629  -0.172
C17 -1.3176 -3.4908 -3.4434  -0.226
C18 -0.6069 -2.5059 -2.7463  -0.289
As4 -0.8077 -2.4915 -0.7586  0.874
C19 -0.4510 -4.4157 -0.4492  -0.907
C20 -2.8150 -2.1987 -0.7573  -0.904
H17 0.1690 1.8503 -4.0879  0.258
H18 -0.2523 2.3932 -2.3490  0.241
H19 -1.3167 1.3090 -3.2370  0.266
H20 2.4516 1.2498 -4.0370  0.241
H21 2.9323 -0.5219 -4.0151  0.265
H22 3.3149 0.5617 -2.6972  0.242
H23 -0.0672 -0.3992 -5.3920  0.223
H24 -1.3241 -2.2394 -6.5738  0.248
H25 -2.0653 -4.2188 -5.2803  0.244
H26 -1.5932 -4.3430 -2.7928  0.220
H27 0.3235 -4.6261 -1.1710  0.251
H28 -1.3715 -4.9466 -0.6100  0.248
H29 -0.0734 -4.5541 0.6207  0.253
H30 -3.4251 -2.7641 -1.5716  0.270
H31 -2.9708 -1.1238 -0.9776  0.236
H32 -3.1880 -2.4258 0.2500  0.227
C21 5.7467 0.3606 1.3345  -0.287
O1 4.9580 -0.8524 0.9873  -0.448
C22 3.7141 -0.6407 0.4985  0.096
S1 3.0477 0.8808 0.2003  -0.115
S2 2.7755 -2.1058 0.2995  -0.106
H33 6.6888 -0.0450 1.7568  0.246
H34 5.2049 0.9541 2.1099  0.210
H35 5.9044 1.0673 0.4843  0.218

Summary:
Orbital gap: 8.04 eV
Net charge: +2
ΔE to the lowest compared entry with this formula, charge and spin: 0.687 eV
DFT total energy: -10915.884823 a.u.
2S+1: 1

=====

# C4H8BrOP

A 2-piece molecular cluster, C4H8BrOP overall (the ωB97M-V functional and the def2-TZVPD basis, the OMol25 dataset).

Each line ends with the natural charge from an NBO analysis.
CARTESIAN COORDINATES (ANGSTROEM)
C1 -0.5521 -2.8165 0.3209  -0.397
C2 0.0059 -1.8621 -0.4492  -0.198
C3 0.5056 3.3374 -0.1436  -0.520
C4 -0.3556 -0.3978 -0.2335  -0.282
O1 -1.6635 -0.0774 0.1669  -0.693
P1 0.7803 0.3500 1.0169  0.512
Br1 2.6648 0.0275 0.0382  -0.224
H1 -0.1732 -3.7668 0.2429  0.204
H2 -1.3827 -2.6183 1.0181  0.183
H3 0.8141 -1.9385 -1.1140  0.218
H4 1.1217 4.1157 0.3030  0.172
H5 -0.5962 3.2466 0.1322  0.192
H6 0.9111 2.9496 -1.0188  0.162
H7 -0.2327 0.1570 -1.2488  0.206
H8 -1.8473 -0.7063 0.9689  0.464

Summary:
Orbital gap (spin up / spin down): 8.13 / 7.92 eV
Net charge: 0
ΔE to the lowest compared entry with this formula, charge and spin: 3.689 eV
DFT total energy: -3147.671840 a.u.
2S+1: 1

=====

# C34H35N2OZr

C34H35N2OZr as an isolated structure (the ωB97M-V functional and the def2-TZVPD basis, the OMol25 dataset).

Each line ends with the Mulliken charge.
CARTESIAN COORDINATES (ANGSTROEM)
C1 2.2255 -0.1191 1.4655  -0.300
C2 2.2644 -1.1016 0.4210  -1.567
C3 2.0392 -0.4238 -0.8203  0.070
H1 2.6698 -2.1287 0.5082  0.581
C4 1.7476 0.9389 -0.5279  -0.266
C5 1.9116 1.1356 0.8807  -1.160
H2 1.5321 1.7031 -1.2818  0.310
C6 -1.2082 -2.4595 1.6034  -0.849
C7 0.0349 -2.9239 1.1237  -0.647
C8 0.0561 -2.7475 -0.3199  0.030
H3 0.7798 -3.4247 1.7557  0.650
C9 -1.1706 -2.1390 -0.7247  -0.867
C10 -1.9911 -2.0241 0.4799  -0.504
H4 1.9997 -0.8652 -1.8288  0.661
H5 1.8786 2.1143 1.3560  0.555
H6 2.6509 -0.2561 2.4700  0.922
H7 -3.0507 -1.7303 0.5178  0.558
H8 0.8293 -3.1056 -1.0218  0.480
H9 -1.5633 -2.5123 2.6519  0.572
Zr1 -0.3076 -0.2162 0.3608  0.559
C11 -1.5290 -1.6885 -2.1476  2.998
C12 -3.0731 -1.6141 -2.1142  -2.250
C13 -0.9767 -2.7033 -3.1593  -1.784
H10 -3.4894 -2.6227 -1.8862  0.376
H11 -3.4992 -1.3076 -3.0595  0.540
H12 -3.4300 -0.8346 -1.4128  0.334
H13 -1.4215 -3.6986 -3.0292  0.369
H14 0.1348 -2.8344 -3.0986  0.287
H15 -1.2696 -2.4187 -4.1921  0.417
C14 -0.7014 -0.3767 -2.5051  1.769
C15 -1.4031 0.9103 -2.1144  -0.255
H16 -0.2971 -0.4150 -3.5648  -0.421
H17 0.2343 -0.4550 -1.9117  -1.660
O1 -1.6352 1.0465 -0.8086  -0.474
N1 -1.5997 1.7831 -3.1293  -0.051
C16 -0.4964 2.6019 -3.9491  -0.966
H18 -2.4752 2.2753 -3.1999  0.380
C17 0.7526 1.7939 -4.1397  0.597
C18 2.0280 2.2542 -3.7701  -0.742
H19 2.1387 3.2687 -3.3532  0.386
C19 3.1839 1.5047 -4.0683  -0.413
H20 4.1668 1.9249 -3.8645  0.394
C20 3.1033 0.2491 -4.6558  -0.644
H21 3.9967 -0.3427 -4.8218  0.447
C21 1.8477 -0.2427 -4.9684  -0.525
H22 1.7241 -1.2564 -5.3479  0.445
C22 0.7003 0.5770 -4.8591  0.150
H23 -0.2576 0.2708 -5.3151  0.520
H24 -0.3152 3.4764 -3.2817  0.386
H25 -0.8337 3.0566 -4.9401  0.366
C23 -0.9963 4.3049 2.9587  -0.588
C24 -1.5324 3.5377 1.9086  -0.757
C25 -1.3181 2.1654 1.8666  -0.135
C26 -0.6005 1.4946 2.9041  0.503
C27 -0.0424 2.2881 3.9342  -0.111
C28 -0.2250 3.6693 3.9542  -0.728
N2 -0.3457 0.1238 2.7680  0.606
C29 -0.1306 -0.6047 3.9544  -0.634
C30 0.9048 -1.5673 4.0693  0.334
C31 1.0472 -2.3501 5.2107  -1.038
C32 0.1897 -2.1562 6.2941  -0.551
C33 -0.8261 -1.1901 6.2347  -0.688
C34 -0.9660 -0.4105 5.0928  -0.157
H26 -1.1351 5.3826 2.9870  0.391
H27 -2.1459 4.0160 1.1294  0.403
H28 -1.7828 1.5869 1.0504  0.542
H29 0.5370 1.7932 4.7164  0.447
H30 0.1968 4.2540 4.7716  0.411
H31 1.6065 -1.6835 3.2525  0.339
H32 1.8481 -3.0999 5.2516  0.407
H33 0.2918 -2.8017 7.1620  0.371
H34 -1.4850 -1.0248 7.0880  0.390
H35 -1.7258 0.3756 5.0395  0.478

Summary:
Orbital gap: 5.34 eV
Net charge: +1
DFT total energy: -1548.135364 a.u.
2S+1: 1

=====

# C4H11N2S

An isolated ion of composition C4H11N2S and charge -1 (the ωB97M-V functional and the def2-TZVPD basis, the OMol25 dataset).

Each line ends with the natural charge from an NBO analysis.
CARTESIAN COORDINATES (ANGSTROEM)
C1 -1.9647 0.5613 -0.8049  -0.614
C2 -0.5730 0.2082 -0.2975  -0.067
C3 0.4183 1.3653 -0.7043  -0.580
S1 1.3680 0.8334 -2.1392  -0.691
N1 -0.6888 -0.2840 1.1826  -0.694
C4 0.3373 -1.3221 1.5756  -0.034
N2 -0.0542 -1.9733 3.0268  -0.855
H1 -2.7421 -0.1756 -0.6311  0.198
H2 -1.7592 0.8420 -1.8442  0.233
H3 -2.3217 1.6626 -0.3013  0.159
H4 -0.0177 -0.7545 -0.8253  0.222
H5 -0.0506 2.3673 -0.6553  0.183
H6 1.0229 1.0885 0.1416  0.186
H7 -0.6248 0.5764 1.7870  0.350
H8 0.2479 -2.2230 1.0783  0.164
H9 1.3906 -1.0110 1.5103  0.170
H10 -0.0326 -2.9254 2.9081  0.325
H11 -1.1077 -1.8570 2.9806  0.345

Summary:
Orbital gap: 6.28 eV
Net charge: -1
ΔE to the lowest compared entry with this formula, charge and spin: 2.959 eV
DFT total energy: -666.637832 a.u.
2S+1: 1

=====

Number 1: maximum force 1.0 eV/Å. Number 2: maximum force 3.4 eV/Å. Number 3: maximum force 3.5 eV/Å. Number 4: maximum force 6.2 eV/Å. Number 5: maximum force 5.0 eV/Å.